Run i
{"formula": "C3H6N2O3", "method": "wB97M-V/def2-TZVPD", "elements": ["C", "C", "C", "H", "H", "H", "H", "H", "H", "N", "N", "O", "O", "O"], "coordinates": [[-2.2272, 0.4065, -0.0591], [-1.0594, -0.5591, 0.3126], [2.1651, -0.8522, 0.1606], [-3.1691, 0.4232, 0.5578], [-2.0340, 1.5763, -0.0290], [-2.5137, 0.1541, -1.1089], [0.2177, -0.0718, -1.4347], [2.9165, -1.4982, 0.6097], [2.3309, 2.0651, -0.0599], [-0.1228, -0.8335, -0.7041], [2.3076, 0.3679, 0.6011], [-0.8591, -1.0417, 1.3769], [0.9962, -1.5643, -0.3688], [1.0512, 1.4276, 0.1456]], "e_lumo_ev": -0.27, "mol_weight_g_mol": 118.09, "homo_lumo_gap_ev": 9.4}

Run ii
{"formula": "C3H6N2O3", "method": "wB97M-V/def2-TZVPD", "elements": ["C", "C", "C", "H", "H", "H", "H", "H", "H", "N", "N", "O", "O", "O"], "coordinates": [[2.3497, -0.0456, -1.8572], [1.0146, -0.5782, -1.4942], [-1.1303, 0.1715, 1.1205], [2.4316, -0.2415, -3.0653], [3.3916, -0.6554, -1.2362], [2.6013, 1.1773, -1.9470], [-0.6568, 0.9887, 1.4710], [-2.7666, -0.9289, 1.5384], [-2.9459, 1.4526, 2.9085], [-0.7788, -0.4487, 0.0761], [-2.3247, 0.0608, 1.5885], [0.7141, -1.6681, -1.8525], [0.5454, 0.2553, -0.3155], [-2.4451, 0.4601, 3.0649]], "e_lumo_ev": 0.46, "mol_weight_g_mol": 118.09, "homo_lumo_gap_ev": 9.9}

Run iii
{"formula": "C3H6N2O3", "method": "wB97M-V/def2-TZVPD", "elements": ["C", "C", "O", "O", "H", "H", "H", "H", "N", "O", "C", "N", "H", "H"], "coordinates": [[1.4588, -1.4675, 0.8993], [0.6814, -0.9746, -0.2751], [0.0852, 2.3505, -0.2221], [0.8159, -1.3048, -1.4163], [-0.0878, 1.6494, -0.8964], [1.5370, -2.5510, 0.8401], [2.4735, -1.0781, 0.8263], [1.0020, -1.1568, 1.8328], [-1.3971, 0.0573, -0.9012], [-0.5383, -0.3408, 0.1669], [-0.9447, 2.4784, 0.6015], [-1.8318, 3.0479, 1.0664], [-0.9888, -0.2585, -1.7880], [-2.2654, -0.4513, -0.7342]], "smiles": "CC(=O)ON.N#CO", "e_lumo_ev": 0.40, "mol_weight_g_mol": 118.09, "homo_lumo_gap_ev": 11.0}

Run iv
{"formula": "C3H6N2O3", "method": "wB97M-V/def2-TZVPD", "elements": ["C", "C", "C", "N", "N", "O", "O", "O", "H", "H", "H", "H", "H", "H"], "coordinates": [[-0.9068, -0.4177, -1.0414], [-1.1153, 0.4261, 0.8958], [0.8273, -0.5786, -0.5976], [-0.0683, -0.1698, 1.6761], [1.5262, 0.6028, -0.4749], [-1.6926, -0.5467, 0.1825], [-1.1645, 1.6280, 0.7477], [1.3584, -1.5149, -1.1801], [-0.1660, -1.1471, 1.9249], [0.3680, 0.4649, 2.3371], [2.3124, 0.6988, -1.1024], [1.0274, 1.4240, -0.1582], [-1.2068, 0.4645, -1.6089], [-1.0994, -1.3343, -1.6006]], "smiles": "NC(=O)COC(N)=O", "e_lumo_ev": 0.54, "mol_weight_g_mol": 118.09, "homo_lumo_gap_ev": 10.1}

Stability ranking, top and bottom: run iv is the most stable and run i is the least stable.

Run i
{"formula": "C3H6N2O3", "method": "wB97M-V/def2-TZVPD", "elements": ["C", "C", "C", "N", "N", "O", "O", "O", "H", "H", "H", "H", "H", "H"], "coordinates": [[0.4800, -0.0375, -1.3358], [-1.5254, 0.2249, -0.3588], [0.6668, 0.4762, 0.4280], [-0.6763, 0.8259, 0.6766], [1.1600, -0.7072, 1.1421], [0.3522, -1.3241, 1.8035], [2.3276, -0.9914, 1.0023], [-0.8087, 0.3785, -1.5498], [1.1881, 0.4948, -1.9587], [0.6252, -1.1202, -1.3299], [-1.7361, -0.8424, -0.1553], [-2.4607, 0.7797, -0.4511], [1.3926, 1.2831, 0.4814], [-0.9853, 0.5597, 1.6055]], "smiles": "O=[N+]([O-])[C@H]1COCN1", "e_lumo_ev": 0.17, "mol_weight_g_mol": 118.09, "homo_lumo_gap_ev": 10.1}

Run ii
{"formula": "C3H6N2O3", "method": "wB97M-V/def2-TZVPD", "elements": ["C", "C", "C", "N", "N", "O", "O", "O", "H", "H", "H", "H", "H", "H"], "coordinates": [[-1.2516, 0.3971, 0.1815], [1.0334, -0.5737, 0.5206], [-0.2762, -0.6916, -0.1317], [0.2434, -0.2939, -2.1492], [-0.7843, -2.0152, -0.2316], [-1.9894, -2.1243, -0.3211], [-0.4149, -0.8490, -2.9199], [0.0157, -2.9224, -0.3786], [-1.5043, 0.5673, 1.2115], [-0.9299, 1.4242, -0.1593], [-2.2898, 0.1704, -0.3228], [0.8965, -0.3523, 1.5623], [1.5937, -1.4954, 0.2538], [1.5884, 0.1979, 0.0175]], "e_lumo_ev": [-0.88, -1.03], "mol_weight_g_mol": 118.09, "homo_lumo_gap_ev": [8.0, 8.1]}

Stability ranking, top and bottom: run i is the most stable and run ii is the least stable.

Run i
{"formula": "C7H8O", "method": "wB97M-V/def2-TZVPD", "elements": ["C", "C", "C", "C", "C", "C", "C", "H", "H", "H", "H", "H", "H", "H", "H", "O"], "coordinates": [[-0.3975, 1.1732, -0.0241], [-1.8036, 1.0004, -0.0656], [-1.9885, -0.4096, -0.1293], [-0.7419, -1.1759, 0.2748], [0.3488, -0.1122, -0.0378], [1.6783, 0.1894, 0.6691], [1.6858, -0.2310, -0.7670], [-2.6332, 1.6548, -0.2684], [-2.9203, -0.9567, -0.2761], [-0.5801, -2.0727, -0.3767], [-0.7863, -1.4721, 1.3866], [1.8495, 1.2791, 0.6834], [2.1841, -0.3975, 1.4219], [1.9188, 0.3521, -1.5728], [2.0849, -1.1568, -0.9651], [0.1012, 2.3355, 0.0472]], "smiles": "O=C1C=CCC12CC2", "e_lumo_ev": 0.24, "mol_weight_g_mol": 108.14, "homo_lumo_gap_ev": 9.7}

Run ii
{"formula": "C7H8O", "method": "wB97M-V/def2-TZVPD", "elements": ["C", "C", "C", "C", "C", "C", "C", "H", "H", "H", "H", "H", "H", "H", "H", "O"], "coordinates": [[-1.7855, 0.2291, 0.6037], [-0.4498, -0.3195, -1.1216], [0.2792, 1.0748, -0.4833], [1.6642, 0.5998, -0.3347], [1.6713, -0.6391, 0.0407], [0.1745, -0.9220, -0.0049], [-0.3349, 0.1832, 0.7548], [-2.6004, -0.3418, 1.1720], [-2.3720, 1.2783, 0.4662], [-0.1311, -0.5751, -2.1804], [0.0041, 2.0394, -0.7444], [2.6965, 0.9997, 0.0221], [2.3441, -1.3914, 0.5135], [0.1517, -2.0437, 0.2777], [0.5311, 0.1361, 1.7831], [-1.8430, -0.3079, -0.7645]], "e_lumo_ev": 1.06, "mol_weight_g_mol": 108.14, "homo_lumo_gap_ev": 10.0}

Run iii
{"formula": "C7H8O", "method": "wB97M-V/def2-TZVPD", "elements": ["C", "C", "C", "C", "C", "C", "C", "H", "H", "H", "H", "H", "H", "H", "H", "O"], "coordinates": [[-1.9397, -0.8575, -1.4928], [-0.8282, -0.2093, -0.6646], [0.0765, 0.6213, -1.1985], [1.2922, 1.2272, -0.5895], [1.7888, 0.7692, 0.5299], [0.7985, -0.3519, 1.0131], [-0.5895, -0.1332, 0.7416], [-1.9397, -1.9227, -0.9179], [-1.7949, -0.7833, -2.4952], [-2.8515, -0.4541, -1.1683], [0.0378, 1.0605, -2.2154], [1.8274, 2.0715, -1.1417], [2.8132, 0.9008, 0.7572], [1.1509, -1.0439, 0.2801], [-0.8837, 0.9414, 0.9728], [-0.2439, -0.8957, 1.9866]], "smiles": "CC1=CC=C[C@H]2O[C@H]12", "e_lumo_ev": 0.85, "mol_weight_g_mol": 108.14, "homo_lumo_gap_ev": 9.7}

Stability ranking, top and bottom: run i is the most stable and run ii is the least stable.

Run i
{"formula": "C5H9NO2", "method": "wB97M-V/def2-TZVPD", "elements": ["C", "C", "N", "C", "C", "C", "O", "O", "H", "H", "H", "H", "H", "H", "H", "H", "H"], "coordinates": [[0.6593, 0.0950, 2.0759], [0.6993, 1.2129, 1.0759], [0.3624, 0.9071, -0.2241], [-1.6682, -0.1355, -1.1051], [-0.2124, -0.3662, -0.5884], [0.7616, -0.8561, -1.6620], [0.4013, -1.8547, -2.2837], [1.0304, 2.3779, 1.3504], [1.2115, -0.8196, 1.8331], [-0.3824, -0.3721, 2.1615], [0.9882, 0.1660, 3.1430], [0.5199, 1.6890, -0.9049], [-2.3055, -0.2482, -0.0646], [-1.7840, 0.5733, -1.8356], [-1.8882, -1.0585, -1.5894], [-0.1703, -0.9268, 0.3751], [1.7771, -0.3836, -1.7571]], "smiles": "CC(=O)N[C@@H](C)C=O", "e_lumo_ev": 0.32, "mol_weight_g_mol": 115.13, "homo_lumo_gap_ev": 9.9}

Run ii
{"formula": "C5H9NO2", "method": "wB97M-V/def2-TZVPD", "elements": ["C", "C", "C", "C", "C", "H", "H", "H", "H", "H", "H", "H", "H", "H", "N", "O", "O"], "coordinates": [[-1.5371, 0.5285, -2.1494], [-0.7109, 1.3164, -1.2922], [0.3043, 0.4831, -0.4524], [0.0536, -0.4346, 0.3319], [1.0736, -1.1357, 1.1382], [-0.7588, -0.2536, -2.8318], [-2.1653, -0.1975, -1.4627], [-2.1141, 1.0061, -2.7702], [-0.0114, 2.0762, -1.9356], [-2.1693, 2.7851, -0.9929], [-1.1001, 2.6026, 0.2925], [1.0798, 0.8999, -0.4891], [-0.8964, -0.6952, 0.3443], [1.2845, -2.5440, 2.2882], [-1.5965, 2.0200, -0.2900], [0.6381, -2.1361, 1.8985], [2.2276, -0.9096, 1.1178]], "smiles": "C[C@@H](N)/C=C/C(=O)O", "e_lumo_ev": 0.78, "mol_weight_g_mol": 115.13, "homo_lumo_gap_ev": 10.8}

Run iii
{"formula": "C5H9NO2", "method": "wB97M-V/def2-TZVPD", "elements": ["O", "C", "C", "C", "C", "C", "N", "O", "H", "H", "H", "H", "H", "H", "H", "H", "H"], "coordinates": [[2.6894, -0.6555, -0.3676], [2.3140, -1.0237, 0.7262], [0.9856, -0.8362, 1.2792], [-0.0838, -0.2976, 0.5420], [0.2299, 1.0941, -0.1560], [-0.0322, -0.0848, -1.0093], [-1.2484, -0.1167, -1.6943], [-2.3746, 1.1960, 0.2299], [3.0084, -1.5223, 1.4110], [0.8035, -1.0999, 2.3110], [-3.1944, 1.6307, 0.4837], [-1.9848, 0.3627, -1.1006], [-1.0572, -0.3555, 1.0106], [-0.5591, 1.8335, -0.0664], [1.2596, 1.4228, -0.1118], [-1.5448, -1.0667, -1.8909], [0.7888, -0.4810, -1.5966]], "e_lumo_ev": -2.95, "mol_weight_g_mol": 115.13, "homo_lumo_gap_ev": 4.9}

Stability ranking, top and bottom: run i is the most stable and run iii is the least stable.

Run i
{"formula": "C5H9NO2", "method": "wB97M-V/def2-TZVPD", "elements": ["C", "C", "C", "O", "C", "N", "C", "O", "H", "H", "H", "H", "H", "H", "H", "H", "H"], "coordinates": [[0.7458, -0.7705, -1.1526], [-0.4893, 0.6653, -0.3877], [-1.5462, 0.8866, -1.5907], [-2.0026, -0.2322, -2.1362], [0.8245, 0.4606, -0.4206], [-0.3282, -1.1274, 2.4299], [1.0194, -0.6411, 2.6596], [1.8867, 1.0062, 0.0103], [1.4617, -1.5752, -0.9996], [-0.1051, -1.0697, -1.7831], [-1.0127, 1.5575, -2.3572], [-0.8301, 0.1786, 0.5159], [-2.3145, 1.4569, -1.0118], [-0.8041, -0.7711, 3.2659], [1.2174, -0.1915, 3.6154], [1.7034, -1.4515, 2.3676], [0.5844, -0.0397, 1.7364]], "e_lumo_ev": -4.58, "mol_weight_g_mol": 115.13, "homo_lumo_gap_ev": 2.9}

Run ii
{"formula": "C5H9NO2", "method": "wB97M-V/def2-TZVPD", "elements": ["C", "N", "C", "C", "C", "O", "C", "O", "H", "H", "H", "H", "H", "H", "H", "H", "H"], "coordinates": [[0.1826, 1.8564, -1.5298], [-0.7251, 0.7659, -1.0566], [-0.1612, 0.1752, 0.1281], [0.2505, -1.3104, -0.0410], [0.8882, -1.8891, 1.2392], [2.0609, -2.0688, 1.3886], [-1.2669, 0.2959, 1.1803], [-1.1476, -0.2112, 2.2738], [1.2923, 1.5511, -1.3959], [0.1472, 2.1961, -2.5004], [0.0529, 2.7369, -0.8216], [-0.8259, 0.0457, -1.6680], [0.7173, 0.5949, 0.6930], [-0.5270, -2.0103, -0.2825], [1.0681, -1.4544, -0.7383], [0.1564, -2.1879, 2.1164], [-2.1625, 0.9140, 1.0146]], "smiles": "CN[C@@H](C=O)CC=O", "e_lumo_ev": 0.77, "mol_weight_g_mol": 115.13, "homo_lumo_gap_ev": 10.3}

Stability ranking, top and bottom: run ii is the most stable and run i is the least stable.

Run i
{"formula": "C5H9NO2", "method": "wB97M-V/def2-TZVPD", "elements": ["C", "C", "C", "N", "C", "C", "O", "O", "H", "H", "H", "H", "H", "H", "H", "H", "H"], "coordinates": [[-0.7539, -0.3107, -0.4548], [-1.3236, -1.6766, -0.6733], [1.0094, -0.0857, 0.4776], [2.0397, -0.2216, -0.4414], [-0.9038, 1.4872, 0.9541], [0.4531, 1.6826, 0.6221], [-1.4971, 0.4256, 0.4506], [1.0482, -0.6770, 1.5430], [-0.5132, 0.2714, -1.3444], [1.8859, 0.0561, -1.3975], [2.6545, -1.0052, -0.2814], [-1.4222, 1.9002, 1.8067], [-0.7141, -2.2098, -1.4036], [-1.3155, -2.2394, 0.2613], [-2.3530, -1.6444, -1.0461], [1.0149, 2.2831, 1.3309], [0.6907, 1.9642, -0.4037]], "e_lumo_ev": [0.19, 0.18], "mol_weight_g_mol": 115.13, "homo_lumo_gap_ev": [8.1, 8.1]}

Run ii
{"formula": "C5H9NO2", "method": "wB97M-V/def2-TZVPD", "elements": ["C", "C", "C", "N", "C", "C", "O", "O", "H", "H", "H", "H", "H", "H", "H", "H", "H"], "coordinates": [[-1.1731, -0.1705, -0.6770], [-1.5150, -1.0517, 0.4932], [-1.5130, 1.1338, -0.6369], [0.6169, 1.1540, 1.1228], [1.4178, 0.6479, 0.0051], [2.0420, -0.5317, -0.1352], [-0.7300, -0.7799, -1.8382], [-2.1500, 2.0587, -1.0075], [0.2293, -0.6249, -1.8734], [0.8429, 2.0889, 1.4319], [0.6623, 0.5258, 1.9180], [1.6845, 1.4683, -0.6509], [-1.4045, -2.1120, 0.2672], [-0.8440, -0.8341, 1.3253], [-2.5265, -0.8315, 0.8282], [2.5569, -0.7562, -1.0532], [1.8035, -1.3850, 0.4805]], "smiles": "CC(O)=C=O.C=CN", "e_lumo_ev": 0.76, "mol_weight_g_mol": 115.13, "homo_lumo_gap_ev": 8.4}

Stability ranking, top and bottom: run i is the most stable and run ii is the least stable.